[1]
The following is a DFT calculation (ωB97M-V with the def2-TZVPD basis set) of one molecule with the formula C20H22N2O4S at a distorted geometry.

Last column: Löwdin charge in e.
Cartesian coordinates (Å):
O 3.0940 1.8972 1.7922  0.100
C 2.2058 1.2509 1.2784  -0.401
C 1.5794 1.6289 -0.0368  -0.142
C 2.0453 1.0725 -1.2224  -0.004
C 1.4131 1.3737 -2.4171  -0.055
C 0.3309 2.2309 -2.4094  -0.279
S -0.6384 2.4584 -3.9002  0.647
O -0.0358 1.7296 -4.9764  -0.284
O -0.9234 3.8508 -4.0599  -0.278
N -2.0972 1.7196 -3.5616  -0.117
C -2.1628 0.2816 -3.5920  -0.177
C -1.5841 -0.3885 -2.3286  -0.309
C -1.9957 -1.8702 -2.2095  -0.111
C -2.6115 -1.9678 -0.8109  -0.140
C -3.0593 -0.5280 -0.5686  -0.190
O -2.0503 0.2712 -1.1545  -0.124
C -0.1008 2.8402 -1.2487  -0.045
C 0.5294 2.5401 -0.0543  0.003
N 1.6599 0.1317 1.8198  0.040
C 0.6020 -0.6491 1.1788  -0.102
C 0.1617 -1.6910 2.2217  -0.089
C 1.1706 -1.5280 3.3215  -0.166
C 1.3287 -2.2581 4.4784  -0.035
C 2.3392 -1.8982 5.3613  -0.092
C 3.1658 -0.8232 5.0819  -0.080
C 3.0146 -0.0800 3.9198  0.005
C 2.0086 -0.4480 3.0445  -0.143
H 2.8898 0.3992 -1.2051  0.129
H 1.7288 0.9453 -3.3559  0.118
H -2.5251 2.1194 -2.7398  0.106
H -3.2132 -0.0011 -3.7163  0.129
H -1.5984 -0.0353 -4.4698  0.124
H -0.4961 -0.2689 -2.3330  0.130
H -1.1438 -2.5342 -2.3324  0.115
H -2.7341 -2.1144 -2.9731  0.113
H -3.4360 -2.6742 -0.7591  0.113
H -1.8546 -2.2473 -0.0781  0.097
H -3.1249 -0.2555 0.4854  0.122
H -4.0290 -0.3374 -1.0492  0.125
H -0.9225 3.5373 -1.2927  0.122
H 0.2013 2.9953 0.8681  0.130
H -0.2183 0.0022 0.8682  0.115
H 1.0033 -1.1342 0.2822  0.129
H 0.1703 -2.7032 1.8153  0.117
H -0.8453 -1.4876 2.5933  0.119
H 0.6794 -3.0937 4.6934  0.112
H 2.4781 -2.4615 6.2715  0.099
H 3.9455 -0.5547 5.7785  0.103
H 3.6550 0.7574 3.7012  0.102

Summary:
Largest force on an atom in Eh/bohr: 0.0209
SMILES: O=C(c1ccc(S(=O)(=O)NC[C@@H]2CCCO2)cc1)N1CCc2ccccc21
ΔE to the lowest compared entry with this formula, charge and spin in eV: 2.341
Spin multiplicity: 1



[2]
The following is a DFT calculation (ωB97M-V with the def2-TZVPD basis set) of one molecule with the formula C20H22N2O4S2 at a distorted geometry.

Last column: Löwdin charge in e.
Cartesian coordinates (Å):
C 3.3692 -2.9413 -2.7670  -0.103
C 2.5284 -3.6016 -1.6817  -0.203
C 1.9355 -2.6590 -0.6737  -0.211
C 0.9025 -3.1155 0.1541  -0.027
C 0.3126 -2.2952 1.0823  -0.014
C 0.7180 -0.9610 1.2327  -0.117
C 0.1352 -0.0081 2.1482  -0.118
C -1.1007 -0.3249 2.9631  -0.121
N -2.3798 0.0140 2.3675  -0.154
C -2.8139 -0.7285 1.2057  -0.141
C -2.3061 -0.1430 -0.1180  -0.178
N -2.7077 1.2427 -0.1966  -0.226
S -2.4864 1.9516 -1.6877  0.606
O -2.9581 1.0312 -2.6756  -0.288
O -3.0410 3.2673 -1.6237  -0.270
C -0.7269 2.1126 -1.8561  -0.595
C 0.0392 3.1774 -1.4929  -0.137
C 1.4138 2.9582 -1.7288  -0.168
C 1.6555 1.7297 -2.2558  -0.382
S 0.2128 0.8132 -2.4782  1.053
C -2.2489 2.0486 0.9128  -0.175
C -2.7164 1.4148 2.2316  -0.142
C 0.6948 1.2218 2.2318  0.055
C 1.7874 1.6563 1.3860  -0.447
O 2.2693 2.7627 1.3828  0.112
O 2.2796 0.7351 0.5043  0.110
C 1.7828 -0.5204 0.4287  -0.189
C 2.3746 -1.3606 -0.5119  0.040
H 3.6680 -3.6854 -3.5015  0.074
H 2.7970 -2.1685 -3.2748  0.076
H 4.2715 -2.4997 -2.3520  0.073
H 1.7103 -4.1559 -2.1488  0.117
H 3.1413 -4.3333 -1.1451  0.123
H 0.5637 -4.1362 0.0558  0.117
H -0.4729 -2.6893 1.7066  0.103
H -1.1331 -1.3892 3.2064  0.120
H -1.0407 0.2285 3.9049  0.130
H -2.5041 -1.7692 1.2954  0.114
H -3.9082 -0.6900 1.1940  0.130
H -2.7568 -0.6534 -0.9694  0.124
H -1.2122 -0.2447 -0.1880  0.093
H -0.3804 4.0808 -1.0909  0.122
H 2.1798 3.6743 -1.4969  0.113
H 2.6000 1.3037 -2.5278  0.072
H -2.6891 3.0381 0.7862  0.124
H -1.1531 2.1466 0.8967  0.102
H -2.3035 1.9710 3.0739  0.124
H -3.8088 1.4821 2.2706  0.128
H 0.3255 1.9671 2.9196  0.132
H 3.1807 -0.9553 -1.0991  0.118

Summary:
Largest force on an atom in Eh/bohr: 0.0195
SMILES: CCc1ccc2c(CN3CCN(S(=O)(=O)c4cccs4)CC3)cc(=O)oc2c1
ΔE to the lowest compared entry with this formula, charge and spin in eV: 1.516
Spin multiplicity: 1



[3]
The following is a DFT calculation (ωB97M-V with the def2-TZVPD basis set) of one molecule with the formula C20H22N2O5 at a distorted geometry.

Last column: Löwdin charge in e.
Cartesian coordinates (Å):
O -2.7635 -3.5149 -1.3147  0.111
C -2.8656 -3.2657 -0.1435  -0.519
O -3.1047 -4.2139 0.7726  0.111
C -2.7613 -1.9040 0.4907  -0.057
C -2.5138 -0.8084 -0.5508  -0.239
C -1.0142 -0.7636 -0.9312  -0.026
C -0.1737 -0.3065 0.2394  -0.451
O 0.1677 -1.0915 1.1094  0.054
N 0.1284 1.0140 0.3459  -0.048
C -0.0524 2.0353 -0.6580  -0.109
C 1.2510 2.1649 -1.4832  -0.096
N 2.3519 1.6501 -0.6908  -0.040
C 2.9261 0.4846 -1.1135  -0.383
O 2.7505 0.0808 -2.2538  0.063
C 3.8066 -0.2833 -0.2235  -0.167
C 4.5022 -1.4101 -0.5932  0.017
C 5.1688 -1.8662 0.5607  -0.042
C 4.8320 -0.9945 1.5520  -0.097
O 4.0152 -0.0384 1.0932  0.022
C 2.2750 2.1114 0.6753  -0.109
C 1.0774 1.4223 1.3654  -0.094
C -2.9770 0.5493 -0.0899  -0.209
C -3.5873 1.4136 -0.9915  -0.044
C -3.9730 2.6856 -0.6066  -0.085
C -3.7517 3.1131 0.6911  -0.094
C -3.1495 2.2586 1.5989  -0.075
C -2.7653 0.9867 1.2128  -0.040
H -3.1529 -5.0863 0.3511  0.130
H -3.6851 -1.7221 1.0437  0.141
H -1.9423 -1.9481 1.2130  0.121
H -3.0628 -1.0811 -1.4591  0.143
H -0.8666 -0.1443 -1.8126  0.119
H -0.7012 -1.7797 -1.1762  0.134
H -0.2688 2.9698 -0.1296  0.129
H -0.9054 1.8195 -1.2961  0.108
H 1.2085 1.5675 -2.3960  0.117
H 1.4415 3.2094 -1.7473  0.127
H 4.5158 -1.8370 -1.5742  0.120
H 5.8048 -2.7230 0.6447  0.104
H 5.0986 -0.9504 2.5900  0.125
H 3.2005 1.9132 1.2088  0.116
H 2.1264 3.1951 0.6375  0.127
H 0.5922 2.1016 2.0742  0.127
H 1.3926 0.5198 1.8927  0.116
H -3.7635 1.0843 -2.0062  0.117
H -4.4483 3.3426 -1.3201  0.102
H -4.0518 4.1051 0.9947  0.100
H -2.9794 2.5837 2.6151  0.103
H -2.2946 0.3335 1.9312  0.120

Summary:
Largest force on an atom in Eh/bohr: 0.0278
SMILES: O=C(O)C[C@H](CC(=O)N1CCN(C(=O)c2ccco2)CC1)c1ccccc1
ΔE to the lowest compared entry with this formula, charge and spin in eV: 1.791
Spin multiplicity: 1



[4]
The following is a DFT calculation (ωB97M-V with the def2-TZVPD basis set) of one molecule with the formula C20H22N2O6S at a distorted geometry.

Last column: Löwdin charge in e.
Cartesian coordinates (Å):
C -0.3981 5.5513 1.6662  -0.095
N -0.6560 4.1829 1.2694  -0.277
C 0.3005 3.5847 0.3680  -0.149
C 1.7003 3.2880 0.9591  -0.311
C 2.7608 4.3260 0.5734  -0.126
C 3.3418 3.7312 -0.7073  -0.152
C 3.2901 2.2388 -0.3911  -0.195
O 2.1602 2.0397 0.4430  -0.111
S -1.0859 3.2521 2.6178  0.686
O -2.3050 3.8125 3.1159  -0.280
O 0.0106 3.1397 3.5427  -0.288
C -1.4153 1.6538 1.8842  -0.276
C -2.5872 1.4771 1.1725  -0.030
C -2.8360 0.2503 0.5852  0.012
C -1.9089 -0.7846 0.6990  -0.117
C -2.2437 -2.0876 0.0371  -0.416
O -3.3890 -2.4708 -0.0702  0.087
N -1.1489 -2.7509 -0.4323  0.132
C -1.0819 -3.9837 -1.0903  -0.214
C -2.1991 -4.7833 -1.2983  -0.010
C -2.0978 -6.0090 -1.9501  0.020
C -0.8549 -6.4023 -2.3803  -0.208
C 0.2696 -5.6009 -2.1723  -0.203
C 0.1865 -4.3918 -1.5330  0.065
O 1.3737 -6.2190 -2.6930  0.037
C 0.9121 -7.4383 -3.2376  -0.159
O -0.4799 -7.5450 -3.0387  0.033
C -0.7488 -0.5960 1.4469  -0.005
C -0.5031 0.6285 2.0433  -0.038
H -1.2322 5.8598 2.2928  0.084
H 0.5310 5.6535 2.2363  0.092
H -0.3588 6.1809 0.7775  0.097
H -0.1226 2.6327 0.0376  0.119
H 0.3819 4.2386 -0.5057  0.134
H 1.5957 3.1868 2.0442  0.125
H 3.5298 4.3787 1.3450  0.121
H 2.3372 5.3169 0.4300  0.110
H 2.7013 3.9599 -1.5599  0.111
H 4.3512 4.0746 -0.9197  0.112
H 4.1943 1.9257 0.1491  0.121
H 3.1771 1.6120 -1.2794  0.120
H -3.2824 2.2977 1.1010  0.122
H -3.7445 0.0694 0.0312  0.124
H -0.2591 -2.2812 -0.3378  0.131
H -3.1591 -4.4438 -0.9498  0.099
H -2.9644 -6.6271 -2.1104  0.121
H 1.0631 -3.7835 -1.3790  0.124
H 1.4222 -8.2791 -2.7407  0.140
H 1.1348 -7.4664 -4.3163  0.140
H -0.0478 -1.4042 1.5960  0.119
H 0.3846 0.8047 2.6286  0.119

Summary:
Largest force on an atom in Eh/bohr: 0.0246
SMILES: CN(C[C@@H]1CCCO1)S(=O)(=O)c1ccc(C(=O)Nc2ccc3c(c2)OCO3)cc1
ΔE to the lowest compared entry with this formula, charge and spin in eV: 2.226
Spin multiplicity: 1



[5]
The following is a DFT calculation (ωB97M-V with the def2-TZVPD basis set) of C20H22N2O8SZn as an isolated structure at a distorted geometry.

Last column: Löwdin charge in e.
Cartesian coordinates (Å):
Zn -11.9044 2.9531 9.7256  0.742
C -10.3236 1.7254 12.0303  -0.021
C -9.9361 2.5876 10.8344  -0.278
C -10.2906 3.9864 10.8190  -0.060
C -9.7299 4.8726 9.8291  -0.236
C -10.1031 6.3531 9.7791  -0.024
C -8.9322 4.3295 8.8199  -0.016
C -8.6306 2.9455 8.7630  -0.241
C -7.9165 2.4440 7.5196  -0.032
C -9.0522 2.1203 9.8050  0.014
H -10.5410 0.7063 11.7389  0.088
H -11.1780 2.1301 12.5568  0.067
H -9.5182 1.6739 12.7687  0.097
H -10.8015 4.3990 11.6794  0.132
H -10.8518 6.5455 9.0156  0.084
H -9.1951 6.9068 9.5323  0.083
H -10.4704 6.6815 10.7644  0.091
H -8.5520 5.0016 8.0468  0.124
H -8.5150 1.7783 6.9189  0.077
H -7.0030 1.8962 7.7876  0.092
H -7.6544 3.3056 6.9254  0.068
H -8.7107 1.0757 9.8255  0.138
O -14.4865 0.8399 8.0025  0.044
C -13.8934 1.1335 9.0384  -0.589
O -12.6135 1.2627 9.2151  -0.126
C -14.7522 1.4460 10.2027  -0.058
C -16.0553 0.9589 10.2444  0.102
C -16.8003 1.1412 11.4332  -0.152
C -16.2707 1.7949 12.5500  0.096
C -15.0637 2.4302 12.3799  -0.095
C -14.2818 2.3672 11.1902  -0.228
O -13.4611 3.3767 10.9189  -0.103
N -14.5605 3.2274 13.4620  -0.304
O -13.3373 3.3015 13.7142  0.046
O -15.4351 3.6608 14.2433  0.050
N -18.0716 0.5321 11.4854  -0.337
O -18.7478 0.5799 12.5331  0.053
O -18.4172 -0.0625 10.4420  0.039
H -16.4510 0.4358 9.3660  0.139
H -16.8217 1.8543 13.4804  0.135
O -12.2073 3.7473 7.8767  -0.547
S -12.0507 2.8654 6.6040  1.039
C -13.6050 3.0819 5.5827  -0.257
C -13.3514 3.9881 4.3641  -0.204
C -11.8971 4.5268 4.3130  -0.207
C -11.0572 3.7372 5.3114  -0.311
H -14.3499 3.4193 6.2766  0.089
H -13.7885 2.0247 5.3044  0.097
H -14.0915 4.7743 4.3354  0.105
H -13.5589 3.4045 3.4668  0.107
H -11.8596 5.5829 4.5666  0.105
H -11.4780 4.4748 3.2924  0.117
H -10.3309 4.3511 5.8260  0.078
H -10.5383 2.9187 4.8160  0.086

Summary:
Largest force on an atom in Eh/bohr: 0.0587
ΔE to the lowest compared entry with this formula, charge and spin in eV: 0.517
Spin multiplicity: 1



Q: What is the formula in the third record?
A: C20H22N2O5